No. 1
Computed, not measured: C4ClF3 in the gas phase at a distorted geometry, with ωB97M-V/def2-TZVPD.

Atoms and positions in Å:
C 1.047 0.588 -0.391
C 1.961 1.273 -0.717
C -1.335 -0.537 0.026
C 0.114 -0.382 0.333
F -1.711 -0.975 -1.141
F -2.192 0.351 0.520
F 0.356 -0.059 1.681
Cl 0.997 -1.914 0.124

Results
molar mass = 140.5 g mol⁻¹
energy above the lowest of the compared OMol25 structures with the same formula, charge and spin = 69.4 kcal/mol
HOMO level (spin up / spin down) = -9.551 / -9.540 eV
total energy = -24813.86010 eV
LUMO (spin up / spin down) = -4.367 / -4.369 eV
Kohn-Sham gap (spin up / spin down) = 5.18 / 5.17 eV

No. 2
Computed, not measured: a molecular structure, C4F12K4O12S4 at a distorted geometry, with ωB97M-V/def2-TZVPD.

Atoms and positions in Å:
K 0.830 2.842 0.550
K -0.684 -4.576 -2.387
K -4.246 -3.838 0.789
K -2.609 1.179 -4.123
C -2.764 3.266 3.762
F -3.948 3.259 4.372
F -2.509 4.516 3.360
F -1.820 2.924 4.656
S -2.728 2.070 2.366
O -1.451 2.351 1.711
O -2.849 0.774 2.986
O -3.870 2.431 1.548
C -0.753 -0.312 -0.279
F 0.372 -0.802 -0.800
F -0.697 -0.483 1.016
F -0.849 0.978 -0.638
S -2.125 -1.357 -0.965
O -1.528 -2.701 -0.826
O -3.275 -1.287 -0.093
O -2.320 -0.937 -2.343
C 1.684 -2.906 2.231
F 1.064 -2.201 3.182
F 1.850 -4.159 2.682
F 0.844 -2.943 1.175
S 3.294 -2.095 1.816
O 3.657 -2.705 0.554
O 2.938 -0.697 1.727
O 4.117 -2.458 2.942
C 2.051 0.566 -4.007
F 0.954 1.011 -4.671
F 1.589 0.006 -2.874
F 2.598 -0.421 -4.728
S 3.175 2.004 -3.706
O 4.302 1.432 -3.032
O 3.394 2.434 -5.066
O 2.313 2.837 -2.887

Results
molar mass = 752.7 g mol⁻¹
energy above the lowest of the compared OMol25 structures with the same formula, charge and spin = 0.0 kcal/mol
HOMO level = -7.645 eV
total energy = -169971.88777 eV
LUMO = -2.675 eV
Kohn-Sham gap = 4.97 eV

No. 3
Computed, not measured: a molecular structure, C4F12O16PdS5 at a distorted geometry, with ωB97M-V/def2-TZVPD.

Atoms and positions in Å:
Pd 8.544 -8.248 7.849
S 8.076 -9.742 5.574
O 7.899 -9.313 4.170
O 9.355 -9.237 6.089
O 7.143 -9.074 6.475
O 7.926 -11.178 5.674
C 8.850 -11.617 11.148
F 10.188 -11.388 11.294
F 8.424 -12.774 11.641
F 8.226 -10.705 11.884
S 8.231 -11.449 9.326
O 8.414 -10.077 9.006
O 9.176 -12.279 8.556
O 6.852 -11.903 9.238
C 5.479 -8.140 11.069
F 5.498 -9.474 10.874
F 4.415 -7.767 11.751
F 6.611 -7.806 11.753
S 5.341 -7.184 9.368
O 6.672 -7.407 8.763
O 4.159 -7.679 8.676
O 5.121 -5.800 9.792
C 12.349 -7.684 10.580
F 12.143 -6.401 11.029
F 13.731 -7.763 10.552
F 11.939 -8.602 11.502
S 11.759 -7.976 8.773
O 12.016 -9.383 8.613
O 10.326 -7.701 8.827
O 12.531 -7.116 7.894
C 8.064 -3.707 6.319
F 6.893 -4.008 6.882
F 7.812 -3.130 5.191
F 8.808 -2.925 7.127
S 8.979 -5.406 5.856
O 8.388 -5.757 4.550
O 10.435 -5.129 5.760
O 8.713 -6.379 6.921

Results
molar mass = 798.8 g mol⁻¹
spin multiplicity = 3
<S²> = 2.004
HOMO level (spin up / spin down) = 3.216 / 3.109 eV
total energy = -127168.24930 eV
LUMO (spin up / spin down) = 8.435 / 8.433 eV
Kohn-Sham gap (spin up / spin down) = 5.22 / 5.32 eV
net charge = -4

No. 4
Computed, not measured: a molecular structure, C4F36HfO12P4S4 at a distorted geometry, with ωB97M-V/def2-TZVPD.

Atoms and positions in Å:
Hf 0.116 -0.092 -0.121
C -3.355 2.866 -1.423
F -2.173 2.813 -2.103
F -3.481 4.108 -0.988
F -4.319 2.598 -2.299
S -3.339 1.532 -0.087
O -3.656 2.250 1.127
O -4.340 0.547 -0.415
O -1.950 1.005 -0.144
C 0.877 -4.953 0.602
F 1.386 -4.411 1.696
F 1.708 -5.905 0.154
F -0.290 -5.508 0.877
S 0.661 -3.657 -0.849
O 0.335 -2.341 -0.204
O 1.947 -3.503 -1.500
O -0.358 -4.189 -1.710
C 1.821 4.219 -1.656
F 1.248 3.962 -2.820
F 3.043 3.718 -1.631
F 1.935 5.543 -1.417
S 0.818 3.459 -0.168
O -0.514 3.985 -0.171
O 0.859 1.996 -0.344
O 1.687 3.769 0.973
C 0.533 1.344 4.493
F 0.531 0.048 4.736
F 0.180 2.064 5.559
F 1.748 1.611 3.989
S -0.671 1.724 3.029
O -0.587 3.143 2.735
O -0.192 0.905 1.891
O -1.951 1.310 3.543
P -2.587 -2.214 2.009
F -1.867 -3.418 1.167
F -3.626 -2.114 0.793
F -3.586 -3.314 2.777
F -3.369 -1.014 2.714
F -1.519 -2.399 3.172
F -1.530 -1.145 1.285
P -1.543 -0.794 -2.955
F -0.263 -1.707 -3.000
F -0.664 0.419 -2.223
F -1.243 -0.216 -4.437
F -2.868 0.120 -2.849
F -2.408 -2.020 -3.505
F -1.646 -1.217 -1.372
P 2.706 0.254 -2.966
F 3.826 0.934 -3.956
F 3.675 -1.013 -2.671
F 3.359 0.962 -1.635
F 1.659 -0.410 -1.865
F 1.667 1.448 -3.187
F 2.085 -0.489 -4.261
P 2.806 -0.982 1.715
F 2.730 -1.336 0.149
F 2.308 0.464 1.107
F 1.185 -1.163 1.848
F 2.953 -0.549 3.244
F 3.139 -2.520 1.997
F 4.365 -0.526 1.552

Results
molar mass = 1354.6 g mol⁻¹
HOMO level = -0.222 eV
total energy = -208377.39025 eV
LUMO = 8.041 eV
Kohn-Sham gap = 8.26 eV
net charge = -4